Record 1
The following is a quantum chemistry calculation of a 14-piece molecular cluster, H28O14 overall in a non-equilibrium geometry, from the Open Molecules 2025 dataset.

```
42
H28O14 ωB97M-V/def2-TZVPD
H 0.912 0.481 0.456
H 0.097 0.441 -0.863
H 1.187 -1.074 -3.455
H 0.226 -2.186 -3.682
H -1.801 -1.034 2.004
H -0.972 -2.246 1.813
H 1.311 -1.423 3.401
H 2.228 -1.736 2.204
H -2.947 0.225 0.104
H -3.666 -0.803 0.983
H 1.562 2.162 -0.895
H 1.598 3.629 -0.607
H 3.739 3.672 0.404
H 5.194 3.417 0.946
H 0.749 2.499 1.852
H 2.204 2.715 1.883
H -3.494 -1.500 -2.821
H -4.047 -1.242 -1.534
H -4.524 0.591 -2.822
H -3.340 0.572 -3.791
H 3.802 -0.544 0.264
H 4.940 0.262 -0.251
H -2.021 -2.081 0.037
H -0.539 -2.187 -0.179
H 1.374 -4.098 0.409
H 1.554 -3.666 -0.960
H -2.038 1.358 2.571
H -3.147 2.363 2.184
O 0.912 0.130 -0.473
O 0.367 -1.391 -3.216
O -0.918 -1.310 1.718
O 2.139 -1.098 3.029
O -3.770 0.059 0.590
O 0.965 2.969 -0.888
O 4.416 3.027 0.689
O 1.368 2.981 1.403
O -3.719 -0.752 -2.212
O -3.609 0.910 -2.936
O 4.206 0.334 0.446
O -1.221 -1.612 -0.180
O 1.675 -4.508 -0.401
O -2.949 1.695 2.777
```

Values from the calculation:
multiplicity	1
HOMO level	-8.41	eV
DFT total energy	-29111.668	eV
M	252.21	g/mol

Here are the Mulliken charges for atoms 1 to 2, given in e: H 0.26; H 0.29


Record 2
The following is a quantum chemistry calculation of a 2-piece molecular cluster, C17H25N3O8 overall in a non-equilibrium geometry, from the Open Molecules 2025 dataset.

```
53
C17H25N3O8 ωB97M-V/def2-TZVPD
C 7.563 -2.076 0.106
O 6.549 -1.836 -0.836
C 6.390 -0.467 -1.165
C 5.183 0.116 -0.406
C 3.933 -0.111 -1.248
N 2.636 -0.107 -0.543
C 2.612 0.618 0.720
C 1.207 0.824 1.260
O 1.234 1.648 2.415
C 2.100 -1.411 -0.437
O 2.596 -2.308 0.208
O 1.008 -1.645 -1.254
N -0.212 -1.383 -0.570
C -0.804 -2.668 -0.194
C -0.142 -3.435 0.901
O -1.815 -3.064 -0.752
C -1.109 -0.708 -1.506
C -2.313 -0.075 -0.895
O -0.865 -0.660 -2.692
H 8.468 -1.526 -0.140
H 7.792 -3.132 0.084
H 7.252 -1.829 1.121
H 7.295 0.091 -0.954
H 6.172 -0.450 -2.227
H 5.144 -0.404 0.540
H 5.374 1.176 -0.283
H 4.053 -1.083 -1.715
H 3.901 0.612 -2.055
H 3.146 0.052 1.486
H 3.054 1.597 0.592
H 0.806 -0.135 1.563
H 0.576 1.279 0.505
H 2.104 2.026 2.519
H 0.664 -4.006 0.455
H 0.323 -2.793 1.637
H -0.855 -4.107 1.348
H -3.107 -0.125 -1.624
H -2.644 -0.568 0.011
H -2.124 0.967 -0.689
O -3.800 2.602 -0.750
N -4.899 3.090 -0.913
O -5.144 3.995 -1.677
C -6.011 2.536 -0.127
C -5.754 1.522 0.776
C -6.801 1.013 1.525
C -8.084 1.520 1.362
C -8.323 2.534 0.445
C -7.281 3.050 -0.308
H -4.754 1.133 0.897
H -6.616 0.223 2.238
H -8.899 1.123 1.952
H -9.322 2.926 0.317
H -7.459 3.840 -1.022
```

Values from the calculation:
multiplicity	1
HOMO level	-9.27	eV
DFT total energy	-38878.707	eV
SMILES	COCCCN(CCO)C(=O)ON(C(C)=O)C(C)=O.O=[N+]([O-])c1ccccc1
M	399.40	g/mol

Here are the Mulliken charges for atoms 1 to 2, given in e: C -0.74; O -0.31


We obtain LUMO energy values of -0.0182 -0.0201 Eh for the records listed above, in that order.
We obtain energy above the lowest of the compared OMol25 structures with the same formula, charge and spin values of 963.26 198.64 kJ/mol for the records listed above, in that order.